ORCA calculation (ωB97M-V/def2-TZVPD) on a structure of composition C17H14AuN6S.

```
39
Properties=species:S:1:pos:R:3:forces:R:3:nbo_charge:R:1
Au -0.8513 -0.9426 0.0810 -0.059 2.187 -0.050 1.30
N 3.7985 -0.4732 -0.2377 -0.774 -1.264 -0.092 -0.47
C 2.5776 -1.0094 -0.2264 1.575 -0.733 -0.181 0.35
N 1.4858 -0.3107 -0.1153 -2.153 -0.705 0.427 -0.56
C 1.5580 1.0576 -0.0365 -0.666 1.562 -0.186 0.42
N 0.4576 1.7694 0.0301 1.500 -0.053 0.432 -0.24
N -0.6984 1.1800 0.0357 -1.104 -0.910 -0.345 -0.20
C -1.8020 1.8709 -0.0050 0.375 -0.189 0.007 0.15
C -3.0583 1.2021 0.0402 -1.107 0.472 -0.094 0.07
C -4.2784 1.8983 -0.0207 0.940 -0.518 0.022 -0.13
C -5.4671 1.1860 0.0824 -0.029 -0.403 0.085 -0.09
C -5.4094 -0.1890 0.2530 0.412 0.264 0.003 -0.17
C -4.1547 -0.8182 0.2781 -0.852 -0.695 0.166 0.08
N -3.0352 -0.1454 0.1632 1.863 -0.479 -0.092 -0.42
C 2.8381 1.7145 -0.0394 0.895 -1.132 -0.237 -0.15
C 3.0101 3.1013 0.0060 0.423 0.281 0.000 -0.12
C 4.2873 3.6311 0.0703 -0.202 -0.300 0.007 -0.15
C 5.4190 2.7921 0.0768 -0.476 0.201 -0.082 -0.08
C 5.2864 1.4277 -0.0563 -0.463 -0.384 -0.007 -0.24
C 4.0015 0.8737 -0.1148 -0.280 1.930 0.223 0.26
H 4.6150 -1.0780 -0.3408 -0.316 0.013 0.064 0.47
H 2.4868 -2.0852 -0.3172 0.177 0.033 0.000 0.25
H -1.7553 2.9560 -0.0544 0.237 -0.120 -0.061 0.28
H -4.2769 2.9709 -0.1468 0.043 0.086 0.054 0.27
H -6.4178 1.7001 0.0472 -0.033 0.009 -0.017 0.28
H -6.3042 -0.7828 0.3691 0.001 -0.078 -0.041 0.28
H -4.0819 -1.8899 0.4039 -0.010 -0.043 -0.045 0.25
H 2.1468 3.7470 -0.0183 -0.067 0.058 0.103 0.25
H 4.4230 4.7026 0.1147 -0.023 0.007 0.035 0.27
H 6.4007 3.2296 0.1697 0.113 0.021 -0.063 0.27
H 6.1593 0.7929 -0.1133 0.057 -0.074 0.042 0.26
S -0.6701 -5.5228 0.7862 0.097 1.234 0.044 0.67
C -1.6010 -5.1499 -0.5862 -0.023 0.723 -0.142 -0.40
C -1.6584 -3.8003 -0.7926 -0.500 -0.813 -0.548 -0.07
N -0.9708 -3.0679 0.1293 0.142 0.818 0.080 -0.57
C -0.4009 -3.8452 1.0215 0.320 -0.911 0.536 -0.15
H -2.0552 -5.9113 -1.1900 -0.114 -0.178 -0.116 0.30
H -2.1861 -3.3098 -1.5905 -0.051 0.027 -0.174 0.25
H 0.1801 -3.4713 1.8423 0.131 0.055 0.244 0.26
```
Forces are in eV/Å.

As for the maximum force: 2.3 eV/Å. Its LUMO energy (spin up / spin down) is -13.22 / -13.39 eV. As for the HOMO energy (spin up / spin down): -17.59 / -17.55 eV. The calculation puts the gap between HOMO and LUMO (spin up / spin down) at 4.368 / 4.157 eV. Its total charge is +3.

ORCA calculation (ωB97M-V/def2-TZVPD) on a structure of composition C17H14ClFeNO3S.

```
38
Properties=species:S:1:pos:R:3:forces:R:3:lowdin_spin:R:1
C 0.9589 -1.9757 0.7604 -0.564 0.235 -0.859 0.13
C 1.0135 -1.7252 -0.6506 -0.631 -0.832 0.087 0.09
C -0.3387 -1.6625 -1.1478 0.307 -0.227 0.645 0.09
H 1.9054 -1.6623 -1.2646 -0.242 0.112 0.198 0.00
C -1.2169 -1.8476 -0.0271 0.912 -0.682 0.100 0.12
C -0.4138 -2.0239 1.1438 -0.171 -0.464 -0.887 0.13
H -0.7841 -2.2435 2.1392 0.107 0.271 -0.273 0.00
H 1.8056 -2.1688 1.4086 -0.121 0.349 -0.089 0.00
H -0.6326 -1.5921 -2.1938 0.126 0.267 0.270 0.01
H -2.2904 -2.0035 -0.0899 0.216 0.453 0.083 0.00
Fe 0.0899 0.1763 0.0849 -0.481 -0.746 0.342 3.98
Cl 2.0011 1.0558 -0.2100 0.591 0.860 0.122 0.26
C 0.0929 2.7580 -4.2281 -0.163 -0.807 -0.408 0.02
C -1.1375 2.1112 -4.5582 0.830 -0.329 -0.297 0.00
C -0.8283 0.8891 -5.2306 0.473 0.644 0.397 0.01
H -2.1340 2.4938 -4.3532 0.159 -0.081 0.013 0.00
C 0.5945 0.7759 -5.3086 -0.257 0.700 0.402 0.01
C 1.1639 1.9317 -4.6887 -0.824 -0.321 -0.171 0.01
H 2.2259 2.1551 -4.6074 -0.187 -0.051 0.014 0.00
H 0.1943 3.7233 -3.7368 -0.015 -0.198 -0.034 0.00
H -1.5487 0.1820 -5.6369 0.102 0.097 0.078 0.00
H 1.1463 -0.0337 -5.7839 -0.089 0.138 0.099 0.00
O -1.1673 -0.0488 2.9993 -1.093 1.165 -0.268 0.02
C -1.9114 0.6671 2.3064 1.928 -1.008 0.096 0.01
N -1.5457 0.9102 0.9888 -0.715 0.360 -0.057 0.08
S -2.7521 1.2097 -0.1458 -0.093 0.785 0.263 0.01
O -3.4908 2.4576 0.7242 -0.251 -0.387 0.363 0.00
O -2.1498 1.8880 -1.2828 0.046 -0.624 0.920 0.01
C -3.8342 2.2229 2.0518 0.114 1.157 -1.108 0.00
C -4.8553 3.0769 2.5112 0.127 -0.879 0.559 0.00
C -5.2629 2.9464 3.8420 0.270 -0.174 -0.861 0.00
C -4.5733 2.0482 4.6744 0.059 0.390 0.277 0.00
C -3.4488 1.3570 4.2259 -0.398 -0.548 -0.212 0.00
C -3.0982 1.3581 2.8600 -0.697 0.756 0.372 0.00
H -5.3083 3.7544 1.7862 0.085 -0.195 0.337 0.00
H -6.1186 3.5339 4.1881 0.389 -0.269 0.078 0.00
H -4.9085 1.9475 5.7103 0.305 0.015 -0.303 0.00
H -2.8637 0.7566 4.9236 -0.158 0.066 -0.286 0.00
```
Forces are in eV/Å.

As for the maximum force: 2.2 eV/Å. Its LUMO energy (spin up / spin down) is 1.95 / 0.65 eV. As for the multiplicity: 6. Its expectation value of S² is 8.770. As for the HOMO energy (spin up / spin down): -2.47 / -2.35 eV. The calculation puts the gap between HOMO and LUMO (spin up / spin down) at 4.412 / 2.996 eV. Its total charge is -1.

ORCA calculation (ωB97M-V/def2-TZVPD) on a structure of composition C17H14ClN2RuSSe3Te.

```
40
Properties=species:S:1:pos:R:3:forces:R:3:nbo_charge:R:1
Ru -1.4877 -1.5363 0.6249 0.144 0.668 -1.756 0.33
Se -0.4755 -3.7458 0.6879 -0.781 -0.369 0.646 0.01
Se -0.6653 -3.2892 -1.5472 0.346 0.970 0.265 -0.04
Te -2.7991 -1.7056 -1.6857 0.522 0.565 0.998 0.79
Se -1.9540 0.3743 -2.4736 -0.225 -0.708 0.065 -0.36
S 3.8605 2.6039 0.2609 -0.034 -0.088 -0.167 0.28
C 2.4605 1.4934 0.2489 0.097 0.173 0.053 -0.09
C 1.1806 1.9962 0.4502 -0.063 -0.159 0.058 -0.24
C 0.1222 1.1152 0.5491 0.122 0.185 0.047 0.07
N 0.2765 -0.2154 0.4827 -0.505 0.051 -0.554 -0.51
C 1.5043 -0.6917 0.2495 0.190 -0.179 0.002 0.07
C 2.6158 0.1204 0.1227 -0.107 0.032 0.074 -0.24
C 4.0351 2.8514 -1.5091 -0.029 -0.012 0.298 -0.15
C 4.7200 1.9316 -2.2860 0.045 0.004 -0.178 -0.26
C 4.8642 2.2095 -3.6405 -0.069 0.004 0.257 0.05
N 4.3817 3.3093 -4.2022 0.044 0.070 -0.459 -0.39
C 3.7340 4.1873 -3.4504 -0.004 -0.095 0.232 0.05
C 3.5306 4.0051 -2.0862 0.019 0.036 -0.171 -0.26
H 1.0105 3.0592 0.5438 0.003 0.000 -0.012 0.25
H -0.8805 1.4917 0.6842 -0.020 -0.048 0.001 0.22
H 1.6093 -1.7663 0.1825 -0.086 -0.008 -0.007 0.22
H 3.5878 -0.3194 -0.0469 0.005 -0.005 0.031 0.25
H 5.1473 1.0363 -1.8557 0.009 0.016 0.017 0.23
H 5.3976 1.5296 -4.2950 -0.008 -0.020 0.033 0.21
H 3.3660 5.0736 -3.9547 -0.010 0.001 0.039 0.21
H 3.0082 4.7464 -1.4976 0.006 -0.012 0.018 0.23
Cl -5.3593 -0.6037 0.2967 0.035 -0.038 0.119 0.05
C -4.5465 -1.7237 1.3444 -0.034 -0.095 -0.003 0.00
C -5.1053 -2.9603 1.5614 -0.049 0.087 -0.073 -0.23
C -4.4528 -3.8852 2.3788 0.166 0.008 0.106 -0.15
C -3.2618 -3.5599 2.9929 -0.084 -0.170 0.097 -0.21
C -2.7079 -2.2947 2.8141 -0.218 -0.019 -0.236 -0.17
C -3.3334 -1.3334 1.9792 -0.173 -0.271 0.065 -0.15
C -2.6267 -0.1058 1.7012 0.517 -0.620 0.533 -0.52
H -6.0535 -3.2112 1.1056 0.032 0.027 -0.059 0.25
H -4.8939 -4.8600 2.5349 -0.011 0.001 -0.007 0.24
H -2.7670 -4.2793 3.6308 -0.001 0.026 0.022 0.24
H -1.8465 -1.9918 3.3974 0.055 0.004 -0.030 0.24
H -2.0173 0.2719 2.5192 -0.058 0.062 0.037 0.23
H -3.1788 0.6723 1.1869 0.213 -0.075 -0.401 0.26
```
Forces are in eV/Å.

As for the maximum force: 1.9 eV/Å. Its LUMO energy (spin up / spin down) is -5.52 / -5.44 eV. As for the HOMO energy (spin up / spin down): -11.11 / -11.35 eV. The calculation puts the gap between HOMO and LUMO (spin up / spin down) at 5.583 / 5.903 eV. Its total charge is +1.